Molecular formula: C5H7FS2
Method: DFT, ωB97M-V with the def2-TZVPD basis set

Calculated values
- F_max (eV/Å) = 4.09
- Kohn-Sham gap (eV) = 8.30
- energy relative to the best compared isomer or geometry (same formula, charge and spin) (kcal/mol) = 32.83

ORCA input file:
```
! RIJCOSX wB97M-V def2-TZVPD def2/J DEFGRID3
* xyz 0 1
C 1.28070 -0.64177 -1.05263
C 0.15735 -0.32629 -0.01229
C 0.77180 0.22025 1.34661
C -2.09349 -0.23650 0.13217
C -0.98417 0.60768 -0.39609
H 1.67018 0.42388 -1.08783
H 2.10911 -1.10337 -0.62437
H 0.86066 -1.05571 -1.98863
H 1.58369 0.98565 0.96584
H 1.29320 -0.66494 1.72560
H 0.03119 0.87575 2.08748
H -1.19848 0.75575 -1.53331
F -0.73729 1.90345 0.09046
S -1.06954 -1.65501 0.36200
S -3.67492 -0.08884 -0.01500
*
```